Formula: C42H28Cl5O2P2SZn
Source: OMol25
Level of theory: ωB97M-V/def2-TZVPD

Each line ends with the Mulliken charge.
CARTESIAN COORDINATES (ANGSTROEM)
Zn1 -0.88 0.30 -0.38  1.2111
O1 3.50 -0.57 0.94  -0.7272
S1 2.06 -0.18 0.83  0.7516
C1 1.99 1.64 0.53  -0.0743
C2 2.42 2.50 1.51  -0.9265
C3 2.75 3.79 1.08  -0.8742
C4 2.72 4.18 -0.21  -0.9520
C5 2.17 3.30 -1.17  -0.2935
C6 1.71 2.05 -0.77  -0.0493
P1 0.98 0.76 -1.84  1.7029
C7 2.41 -0.32 -2.13  0.5208
C8 3.65 0.12 -2.61  -0.3142
C9 4.68 -0.77 -2.89  -0.8095
C10 4.44 -2.16 -2.92  -0.5594
C11 3.22 -2.62 -2.39  -0.4811
C12 2.17 -1.72 -2.03  0.0009
C13 0.57 1.56 -3.39  0.2002
C14 0.87 0.99 -4.64  -0.6599
C15 0.55 1.66 -5.78  -0.5397
C16 -0.05 2.93 -5.78  -0.4911
C17 -0.33 3.54 -4.58  -0.9079
C18 -0.13 2.81 -3.39  -0.5539
C19 1.41 -0.50 2.49  0.4067
C20 2.19 -0.01 3.51  -0.6108
C21 1.67 -0.05 4.83  -0.9690
C22 0.48 -0.74 5.04  -0.7610
C23 -0.20 -1.38 4.01  -0.1935
C24 0.18 -1.08 2.68  -0.5861
P2 -0.77 -1.59 1.26  0.9729
C25 -0.10 -3.20 0.76  0.6326
C26 -0.44 -3.78 -0.45  -0.1363
C27 0.20 -4.96 -0.95  -0.4898
C28 0.97 -5.71 -0.10  -0.7447
C29 1.25 -5.15 1.18  -0.5989
C30 0.73 -3.93 1.65  -0.7556
C31 -2.40 -1.98 1.93  0.3355
C32 -3.03 -3.22 1.67  -0.5945
C33 -4.37 -3.36 2.08  -0.5488
C34 -5.02 -2.44 2.89  -0.6194
C35 -4.36 -1.27 3.23  -0.7549
C36 -3.03 -1.07 2.81  -0.5915
H1 2.43 2.20 2.51  0.8111
H2 3.07 4.50 1.82  0.4558
H3 3.01 5.13 -0.53  0.5618
H4 2.05 3.58 -2.22  0.5508
H5 3.83 1.21 -2.69  0.3692
H6 5.63 -0.42 -3.29  0.4150
H7 5.17 -2.87 -3.32  0.3911
H8 3.02 -3.68 -2.27  0.4251
H9 1.24 -2.16 -1.70  0.2375
H10 1.23 -0.03 -4.67  0.4158
H11 0.73 1.18 -6.72  0.4437
H12 -0.19 3.38 -6.77  0.3950
H13 -0.75 4.53 -4.56  0.4736
H14 -0.48 3.23 -2.45  0.6553
H15 3.24 0.33 3.30  0.7299
H16 2.25 0.38 5.64  0.4639
H17 0.04 -0.85 6.04  0.4479
H18 -1.04 -2.06 4.25  0.5499
H19 -1.14 -3.26 -1.10  0.4939
H20 0.06 -5.25 -2.04  0.3589
H21 1.39 -6.66 -0.43  0.4299
H22 1.90 -5.70 1.85  0.4216
H23 0.93 -3.62 2.67  0.3969
H24 -2.55 -3.97 1.09  0.3637
H25 -4.89 -4.25 1.73  0.3975
H26 -6.01 -2.62 3.24  0.4435
H27 -4.87 -0.50 3.83  0.4231
H28 -2.56 -0.16 3.06  0.6252
Cl1 -5.63 5.61 -0.28  -0.1715
C37 -4.57 4.32 0.18  -0.0207
C38 -4.42 3.17 -0.71  0.2467
Cl2 -5.46 2.86 -2.05  -0.1942
C39 -3.39 2.23 -0.49  0.3051
Cl3 -3.12 0.86 -1.57  -0.1461
C40 -2.56 2.39 0.69  -0.5382
O2 -1.55 1.58 0.89  -0.5206
C41 -2.85 3.42 1.65  0.2809
Cl4 -2.29 3.39 3.25  -0.2048
C42 -3.79 4.41 1.34  0.4205
Cl5 -3.96 5.81 2.32  -0.1709

## Properties
Relative energy (zero: lowest compared OMol25 entry of this formula, charge and spin) (kcal per mole): 0.0
HOMO level (eV): -10.26
Charge: +1
Total energy (Ha): -6928.7149